Record 1
# C5H10O

2 unconnected molecules or ions with the total composition C5H10O (the ωB97M-V functional and the def2-TZVPD basis, the OMol25 dataset).

Structure (XYZ):
```
16
Properties=species:S:1:pos:R:3:mulliken_charge:R:1
H 2.09742 -0.75993 -0.75973 0.272
C -0.89093 -0.78366 1.71916 -0.976
C 1.61017 -0.15149 -1.52379 -0.959
H -1.15877 -1.72574 1.22850 0.280
H -0.46956 0.38487 -2.04098 0.387
H 0.17438 -0.82847 1.96200 0.259
H -2.13417 0.37002 0.31497 0.327
O -0.40346 -1.43799 -1.20026 -0.513
C 0.13226 -0.41624 -1.57294 0.185
C -1.20219 0.41196 0.87457 0.008
C -0.41556 1.48372 0.74306 -0.833
H -0.67666 2.32578 0.10256 0.318
H 1.82438 0.90389 -1.33326 0.295
H -1.46413 -0.70965 2.64957 0.323
H 2.01559 -0.39278 -2.51496 0.342
H 0.57008 1.50445 1.20385 0.285
```

Values from the calculation:
Spin multiplicity: 1
SMILES string: C=CC.CC=O
Energy relative to the best compared isomer or geometry (same formula, charge and spin) (kcal/mol): 31.4

---

Record 2
# C5H10O

A molecular structure, C5H10O (the ωB97M-V functional and the def2-TZVPD basis, the OMol25 dataset).

Structure (XYZ):
```
16
Properties=species:S:1:pos:R:3:mulliken_charge:R:1
C 1.07018 0.06499 -0.60932 -0.395
C -0.99117 -1.41577 0.21764 -1.198
H -1.25085 -1.71558 1.23749 0.290
C -0.27362 1.12992 0.51613 0.164
H 0.24089 1.36879 1.45972 0.274
H 0.02651 1.65594 -1.55575 0.208
H -0.69606 -2.29655 -0.35463 0.408
C -0.00948 -0.29414 0.11570 0.260
H 1.47719 -2.29298 0.28840 -0.037
H 1.61422 -2.44740 -0.41999 0.045
C 0.66632 1.51230 -0.67661 -0.720
H 1.38928 2.32983 -0.60297 0.310
H -1.91054 -1.01977 -0.23380 0.305
H 1.94482 -0.43580 -1.00416 0.324
H -1.67992 2.33352 1.06922 0.318
O -1.61778 1.52268 0.55291 -0.557
```

Values from the calculation:
Spin multiplicity: 1
Energy relative to the best compared isomer or geometry (same formula, charge and spin) (kcal/mol): 73.2

---

Record 3
# C6H13N

A molecular structure, C6H13N (the ωB97M-V functional and the def2-TZVPD basis, the OMol25 dataset).

Structure (XYZ):
```
20
Properties=species:S:1:pos:R:3:mulliken_charge:R:1
C -1.76336 1.16561 -0.96722 -0.429
H 3.10262 0.32900 0.66221 0.316
C -1.84704 -0.12009 -0.04594 -0.089
H 0.52772 1.18650 0.28398 0.315
N -0.80156 0.04931 -0.96112 -0.198
H -2.54698 1.19229 -1.72274 0.264
C 1.38626 -0.76483 -0.14108 -0.236
C -2.01400 -0.66899 1.33901 -1.060
H 3.25834 -0.11726 -1.04300 0.318
H -2.36546 -1.70412 1.22595 0.281
H 1.02481 0.93851 -1.40649 0.391
H -2.81876 -0.13607 1.85646 0.360
H 3.45492 -1.34527 0.21427 0.358
H -1.13817 -0.68693 2.00730 0.289
H -1.94652 1.27535 0.30631 0.127
C 0.55633 0.44888 -0.54150 -0.613
H -1.18974 2.11623 -0.94404 0.335
H 1.20532 -1.55594 -0.87784 0.319
C 2.88180 -0.45654 -0.07028 -1.240
H 1.03349 -1.14563 0.82575 0.190
```

Values from the calculation:
Spin multiplicity: 1
Energy relative to the best compared isomer or geometry (same formula, charge and spin) (kcal/mol): 128.3

---

Record 4
# C7H8

C7H8 in the gas phase (the ωB97M-V functional and the def2-TZVPD basis, the OMol25 dataset).

Structure (XYZ):
```
15
Properties=species:S:1:pos:R:3:mulliken_charge:R:1
H 3.07519 0.27784 0.68343 0.186
C -0.23775 -0.06872 -0.07092 1.387
H 0.57963 0.83998 -1.89388 0.323
H -3.43545 0.45645 1.75805 0.444
C -2.48851 0.32668 1.27413 0.065
H 0.78240 -1.63646 -1.12065 0.457
C -0.08356 -1.51996 -0.46859 -1.559
H 0.94430 1.25052 1.19881 0.472
C 1.08440 0.69219 0.28215 -0.016
H -0.98866 -1.88126 -0.96017 0.377
C 2.33210 0.12845 -0.13672 -0.958
C 0.15675 1.06422 -0.91946 -0.838
H 0.07246 -2.12005 0.43505 0.326
C -1.40270 0.18768 0.76555 -0.977
H -0.39060 2.00245 -0.82678 0.310
```

Values from the calculation:
Spin multiplicity: 1
Energy relative to the best compared isomer or geometry (same formula, charge and spin) (kcal/mol): 147.9

---

Record 5
# C7H14N2OSi

C7H14N2OSi in the gas phase in a non-equilibrium geometry (the ωB97M-V functional and the def2-TZVPD basis, the OMol25 dataset).

Structure (XYZ):
```
25
Properties=species:S:1:pos:R:3:mulliken_charge:R:1
C 1.26488 2.21458 0.16949 -1.124
H 0.60298 -1.55676 -0.18667 0.473
O -0.65354 -0.10364 0.43308 -0.257
N -1.94612 -1.81309 -3.47080 -0.573
H -0.51995 2.69920 2.91642 0.371
H 2.23994 2.08437 -0.25473 0.356
C -0.77067 -1.12697 -3.73614 -0.540
C -0.42968 -1.33478 -0.16135 -0.479
H -2.88556 -2.24395 -1.61547 0.416
C 1.72157 -0.26163 2.24065 -1.151
H 1.32831 -1.32433 2.20657 0.287
H 2.60441 -0.30602 1.66157 0.360
H -0.80773 1.13036 3.48779 0.300
H -1.05177 -2.03498 0.37981 0.219
C -2.07229 -1.90125 -2.16736 -0.045
H 0.36930 2.32701 -0.58730 0.246
H 0.76909 -0.46942 -2.47466 0.428
N -0.95611 -1.32736 -1.48203 0.240
H 2.18238 0.10432 3.18717 0.381
C -0.14856 -0.95893 -2.55826 -0.328
H 1.33493 3.12222 0.71165 0.394
H -1.65662 1.80755 2.05298 0.371
H -0.17713 -1.23636 -4.65681 0.326
C -0.74758 1.68296 2.54139 -1.130
Si 0.40553 0.82692 1.36303 0.460
```

Values from the calculation:
Spin multiplicity: 1
SMILES string: C[Si](C)(C)OCn1ccnc1
Energy relative to the best compared isomer or geometry (same formula, charge and spin) (kcal/mol): 19.0

---

Record 6
# C6H17N2O9PS2

A molecular structure, C6H17N2O9PS2 in a non-equilibrium geometry (the ωB97M-V functional and the def2-TZVPD basis, the OMol25 dataset).

Structure (XYZ):
```
37
Properties=species:S:1:pos:R:3:mulliken_charge:R:1
H -2.16122 3.98578 -2.29675 0.316
O -4.39243 2.21216 1.13296 -0.574
C -1.27439 -2.33979 1.52069 0.665
C -2.59226 -1.96287 1.21025 0.536
N -3.44352 -2.98021 1.11194 -0.702
H -0.21648 0.75313 -0.81438 0.369
H 1.85816 -2.94166 0.24820 0.329
H 3.25863 2.35889 -6.48086 0.305
H -2.15807 1.36470 1.05555 0.411
O -0.48122 0.86939 -1.73723 -0.790
H -1.60576 2.58024 -2.08069 0.371
S -2.58200 -4.30698 1.41050 0.162
O 3.25050 2.27190 -5.52324 -0.629
H 3.24491 -1.27436 1.35141 0.302
H 5.32271 -1.51929 2.60784 0.316
H -5.10864 2.63012 0.64425 0.275
H -1.42115 0.65118 -1.73704 0.315
O 1.37544 -2.48491 3.53051 -0.738
O -2.41739 3.10168 -2.01919 -0.610
H 3.99408 1.69293 -5.32650 0.313
O 2.28891 1.60985 -2.68367 -0.638
O 2.48885 -0.92090 1.85433 -0.463
H -0.09542 2.26076 1.16057 0.172
C -0.23147 -1.37316 1.68168 -0.201
N -1.14704 -3.66235 1.66190 -0.506
H 5.91372 -1.76186 1.22199 0.291
H 1.36706 1.46534 -2.43819 0.349
S 0.58106 1.24519 1.71882 -0.149
P 1.39265 -2.01836 2.14621 1.143
O 1.69412 -3.23513 1.15448 -0.542
O 5.09407 -1.82179 1.72237 -0.609
H -3.90409 -0.29041 0.77991 0.596
H -4.71661 2.15798 2.03818 0.297
C -2.90371 -0.59471 1.02916 -0.823
C -1.92610 0.32170 1.18660 -0.875
H 2.24475 2.01830 -3.55642 0.340
C -0.59063 -0.06251 1.51388 0.673
```

Values from the calculation:
Spin multiplicity: 1
E (eV): -58867.4416

---

Copy entry 1 word for word.
# C5H10O

2 unconnected molecules or ions with the total composition C5H10O (the ωB97M-V functional and the def2-TZVPD basis, the OMol25 dataset).

Structure (XYZ):
```
16
Properties=species:S:1:pos:R:3:mulliken_charge:R:1
H 2.09742 -0.75993 -0.75973 0.272
C -0.89093 -0.78366 1.71916 -0.976
C 1.61017 -0.15149 -1.52379 -0.959
H -1.15877 -1.72574 1.22850 0.280
H -0.46956 0.38487 -2.04098 0.387
H 0.17438 -0.82847 1.96200 0.259
H -2.13417 0.37002 0.31497 0.327
O -0.40346 -1.43799 -1.20026 -0.513
C 0.13226 -0.41624 -1.57294 0.185
C -1.20219 0.41196 0.87457 0.008
C -0.41556 1.48372 0.74306 -0.833
H -0.67666 2.32578 0.10256 0.318
H 1.82438 0.90389 -1.33326 0.295
H -1.46413 -0.70965 2.64957 0.323
H 2.01559 -0.39278 -2.51496 0.342
H 0.57008 1.50445 1.20385 0.285
```

Values from the calculation:
Spin multiplicity: 1
SMILES string: C=CC.CC=O
Energy relative to the best compared isomer or geometry (same formula, charge and spin) (kcal/mol): 31.4

---

- What is the spin multiplicity in the sixth record?
  1